No. 1
C18H29N5O6PS | wB97M-V/def2-TZVPD

Computed properties:
**Max |F|**: 3.67 eV Å⁻¹
**Total charge**: +1
**LUMO energy**: -4.0947 eV

```
60
C18H29N5O6PS, DFT wB97M-V/def2-TZVPD
C -2.079 7.241 -4.154
C -2.203 6.300 -2.981
O -3.221 6.200 -2.331
O -1.065 5.587 -2.717
C -1.327 4.206 -2.410
C -0.322 3.351 -3.163
C -0.379 1.865 -2.767
C -0.005 1.717 -1.293
C 0.151 0.265 -0.828
N 1.110 -0.509 -1.676
C 2.452 0.066 -1.566
O 2.672 0.751 -2.782
O 4.085 0.933 -2.831
C 1.095 -1.849 -1.433
N 1.963 -2.452 -0.551
C 1.516 -2.299 0.856
C 0.685 -3.263 1.346
C 0.213 -3.158 2.638
C 0.679 -2.014 3.288
C 1.534 -1.121 2.717
N 1.973 -1.259 1.469
N 0.254 -2.630 -2.095
P -0.860 -2.122 -3.341
O -1.941 -1.134 -2.753
O -1.630 -3.457 -3.708
S 0.109 -1.487 -4.858
H -3.040 7.278 -4.656
H -1.291 6.946 -4.840
H -1.853 8.243 -3.792
H -1.264 4.104 -1.329
H -2.335 3.923 -2.716
H -0.479 3.498 -4.231
H 0.678 3.726 -2.930
H 0.291 1.320 -3.429
H -1.413 1.536 -2.930
H 0.910 2.270 -1.084
H -0.784 2.135 -0.659
H 0.467 0.306 0.213
H -0.840 -0.186 -0.806
H 3.243 -0.673 -1.463
H 2.552 0.755 -0.725
H 4.173 1.704 -3.405
H 2.068 -3.434 -0.786
H 0.384 -4.098 0.730
H -0.441 -3.884 3.090
H 0.366 -1.806 4.302
H 1.868 -0.251 3.262
H 0.255 -3.620 -1.880
H -1.872 -0.323 -3.287
H -2.575 -3.375 -3.505
N -0.207 -3.703 6.370
C 0.263 -2.701 7.181
C -0.254 -2.896 8.431
C -1.065 -4.061 8.379
C -1.015 -4.538 7.098
H 0.005 -3.815 5.399
H 0.922 -1.940 6.799
H -0.072 -2.273 9.291
H -1.621 -4.499 9.191
H -1.483 -5.394 6.643
```



No. 2
C16H22NS2 | wB97M-V/def2-TZVPD

Computed properties:
**Max |F|**: 2.32 eV Å⁻¹
**Total charge**: +1
**Energy above the lowest of the compared OMol25 structures with the same formula, charge and spin**: 0.0 kcal per mole
**SMILES string**: C/[N+](=C1/CCC[C@H]1C1SCCCS1)c1ccccc1
**LUMO energy**: -4.0637 eV

```
41
C16H22NS2, DFT wB97M-V/def2-TZVPD
C -0.344 2.035 0.441
N -0.225 0.642 0.905
C -1.267 -0.017 1.384
C -1.324 -1.500 1.354
C -2.826 -1.849 1.353
C -3.626 -0.536 1.443
C -2.618 0.637 1.601
C -2.739 1.257 2.981
S -4.420 1.934 3.030
C -4.506 2.492 4.731
C -4.228 1.426 5.780
C -2.780 0.951 5.709
S -2.353 0.001 4.237
C 1.046 -0.009 0.740
C 1.547 -0.799 1.786
C 2.811 -1.382 1.667
C 3.543 -1.226 0.483
C 3.014 -0.481 -0.578
C 1.777 0.156 -0.444
H 0.648 2.371 0.125
H -1.025 2.106 -0.420
H -0.709 2.679 1.255
H -0.851 -1.907 0.442
H -0.798 -1.963 2.200
H -3.083 -2.529 2.173
H -3.076 -2.368 0.420
H -4.357 -0.586 2.260
H -4.197 -0.392 0.519
H -2.804 1.444 0.875
H -2.021 2.087 3.116
H -5.548 2.834 4.819
H -3.828 3.347 4.828
H -4.420 1.859 6.767
H -4.907 0.578 5.638
H -2.084 1.794 5.800
H -2.594 0.245 6.532
H 0.945 -0.938 2.689
H 3.205 -1.955 2.507
H 4.519 -1.703 0.388
H 3.567 -0.384 -1.512
H 1.355 0.758 -1.255
```



No. 3
C7H14F5NO2PS2 | wB97M-V/def2-TZVPD

Computed properties:
**Max |F|**: 7.48 eV Å⁻¹
**Total charge**: +1
**LUMO energy**: -5.8208 eV

```
32
C7H14F5NO2PS2, DFT wB97M-V/def2-TZVPD
C 3.835 2.066 0.139
C 2.808 1.210 1.045
C 1.880 0.258 0.121
C 0.870 1.217 -0.650
C -0.159 0.500 -1.626
S -1.043 -0.982 -0.945
P 0.329 -2.703 -0.791
N -0.485 -4.056 -1.031
S -1.664 -0.688 1.070
O -1.268 -1.859 1.919
O -1.243 0.611 1.661
C -3.555 -0.717 0.995
F -4.123 -1.118 2.190
F -3.944 -1.688 0.033
C -4.161 0.672 0.441
F -5.547 0.541 0.356
F -3.916 1.752 1.269
F -3.680 0.874 -0.875
H 4.898 1.909 0.535
H 3.604 3.182 0.222
H 3.745 1.806 -0.971
H 2.121 1.982 1.542
H 3.321 0.619 1.864
H 1.336 -0.468 0.826
H 2.581 -0.339 -0.543
H 0.393 1.916 0.116
H 1.516 1.903 -1.310
H -0.972 1.271 -1.884
H 0.281 0.192 -2.641
H 1.406 -2.532 -1.734
H 0.937 -2.770 0.510
H -0.101 -4.561 -1.853
```



Q: total charge of number 1 (C18H29N5O6PS)?
A: +1